(1)
ORCA calculation (ωB97M-V/def2-TZVPD) on C12H30InN2O4 as an isolated structure at a distorted geometry.

XYZ file:
```
49
Properties=species:S:1:pos:R:3:mulliken_charge:R:1
In 0.23 2.39 -0.42 1.598
C -3.07 3.44 -0.17 -0.777
O -2.05 2.73 -0.85 -0.408
C -2.61 1.74 -1.69 -0.589
C -1.47 0.82 -2.25 -0.801
N -0.56 0.37 -1.18 0.153
C -1.15 -0.51 -0.20 -0.837
C -1.18 -1.98 -0.58 -0.853
O 0.12 -2.29 -1.15 -0.238
C 0.21 -3.59 -1.71 -0.894
H -3.59 2.74 0.48 0.356
H -3.79 3.93 -0.82 0.326
H -2.61 4.19 0.47 0.327
H -3.19 2.21 -2.48 0.525
H -3.36 1.18 -1.12 0.538
H -0.86 1.35 -2.98 0.480
H -1.95 -0.03 -2.74 0.419
H 0.16 -0.10 -1.72 0.246
H -2.12 -0.28 0.24 0.835
H -0.58 -0.45 0.73 -0.163
H -1.95 -2.15 -1.33 0.676
H -1.44 -2.55 0.32 0.257
H 1.28 -3.75 -1.87 0.385
H -0.37 -3.59 -2.63 0.297
H -0.18 -4.37 -1.06 0.332
C 3.54 3.08 0.30 -0.713
O 2.20 3.15 0.80 -0.399
C 2.06 2.37 1.96 -1.116
C 2.07 0.84 1.69 -0.357
N 0.96 0.45 0.79 0.015
C 1.29 -0.85 0.07 -0.663
C 1.01 -2.18 0.88 -0.605
O -0.26 -2.20 1.40 -0.442
C -0.74 -3.43 1.79 -0.783
H 3.69 3.91 -0.39 0.301
H 3.71 2.24 -0.37 0.342
H 4.28 3.07 1.10 0.393
H 1.09 2.66 2.37 0.374
H 2.80 2.66 2.70 0.532
H 2.00 0.19 2.56 0.420
H 3.04 0.61 1.26 0.514
H 0.11 0.29 1.31 0.420
H 2.33 -0.89 -0.24 0.968
H 0.74 -0.96 -0.86 -0.401
H 1.73 -2.29 1.69 0.643
H 1.15 -3.00 0.19 0.420
H -1.75 -3.36 2.20 0.336
H -0.08 -3.75 2.60 0.347
H -0.90 -4.04 0.90 0.263
```

The calculation puts the LUMO energy at -14.7575 eV. The largest force on an atom is 0.0972 hartree/bohr. The molecular weight is 381.200 g/mol. The energy relative to the best compared isomer or geometry (same formula, charge and spin) is 131.5 kcal/mol. The total charge is +3. The total energy comes out at -29235.1457 eV.

(2)
ORCA calculation (ωB97M-V/def2-TZVPD) on C12H30IrN6O6P2 as an isolated structure at a distorted geometry.

XYZ file:
```
57
Properties=species:S:1:pos:R:3:lowdin_spin:R:1
Ir 0.22 -0.30 -0.10 2.493
N 2.10 -0.08 1.38 0.097
C 1.62 0.32 2.71 0.003
C 0.32 -0.41 3.05 0.040
O 0.06 -0.81 4.16 0.117
N -0.52 -0.49 1.97 0.362
C -1.72 -1.17 2.09 0.155
C -1.66 -2.53 1.07 0.107
O -2.36 -3.42 1.44 0.223
O -0.90 -2.34 0.12 0.142
H 2.66 -0.93 1.46 0.003
H 2.66 0.65 0.96 0.003
H 1.38 1.39 2.71 0.000
H 2.34 0.13 3.51 0.003
H -2.56 -0.64 1.63 0.026
H -1.96 -1.51 3.10 0.004
C 1.83 -2.02 -2.15 0.033
N 0.76 -1.99 -3.11 0.004
C -0.15 -3.12 -3.01 0.002
P -0.03 -0.51 -3.28 0.010
O -0.85 -0.03 -2.15 0.062
O 1.24 0.51 -3.51 0.000
P 1.55 1.75 -2.51 0.009
O 1.56 1.31 -1.09 0.072
N 0.43 2.89 -2.86 0.002
C 0.55 3.54 -4.15 0.000
C -0.37 3.55 -1.86 0.001
N 3.02 2.25 -3.13 0.005
C 3.58 3.37 -2.40 0.000
C 4.01 1.23 -3.43 0.000
N -0.84 -0.61 -4.70 0.002
C -0.14 -1.03 -5.90 0.001
C -2.02 0.20 -4.92 0.001
H 2.32 -2.99 -2.19 0.002
H 1.47 -1.86 -1.10 0.011
H 2.55 -1.23 -2.39 0.000
H 0.40 -4.03 -3.25 0.000
H -0.95 -2.98 -3.74 0.000
H -0.59 -3.21 -2.01 0.001
H 1.13 2.89 -4.81 0.000
H 1.06 4.51 -4.08 0.000
H -0.44 3.70 -4.58 0.000
H -0.44 2.90 -0.99 0.002
H -1.37 3.72 -2.25 0.000
H 0.05 4.51 -1.55 0.000
H 2.81 4.13 -2.26 0.000
H 4.39 3.80 -2.98 0.000
H 3.96 3.08 -1.42 0.000
H 3.57 0.49 -4.09 0.000
H 4.40 0.74 -2.53 0.000
H 4.84 1.71 -3.95 0.000
H 0.70 -1.67 -5.62 0.000
H 0.24 -0.19 -6.47 0.000
H -0.82 -1.60 -6.53 0.000
H -2.48 0.41 -3.96 0.000
H -2.72 -0.36 -5.54 0.000
H -1.78 1.14 -5.43 0.000
```

The calculation puts the LUMO energy (spin up / spin down) at -2.3922 / -5.1967 eV. The largest force on an atom is 0.0425 hartree/bohr. The molecular weight is 608.573 g/mol. The total charge is +1. The spin multiplicity is 5. The total energy comes out at -55568.9586 eV.

(3)
ORCA calculation (ωB97M-V/def2-TZVPD) on C12H30N2O12S2V as an isolated structure at a distorted geometry.

XYZ file:
```
59
Properties=species:S:1:pos:R:3:lowdin_spin:R:1
V 0.70 0.98 -0.45 2.783
S 4.01 0.54 -0.30 -0.019
O 4.65 1.13 0.83 0.508
O 4.28 1.37 -1.42 0.082
O 4.95 -0.59 -0.21 0.442
O 2.63 0.25 -0.03 0.036
S 2.00 3.82 -1.94 0.005
O 2.73 3.41 -3.14 0.003
O 1.15 4.95 -2.18 0.000
O 1.22 2.70 -1.44 0.044
O 3.08 4.10 -1.03 0.004
C -0.39 -1.84 3.31 0.000
O -0.13 -0.57 2.70 0.003
C 0.18 0.55 3.63 0.001
C 0.87 1.76 2.85 0.003
N 0.37 2.02 1.51 0.018
C -1.13 2.22 1.47 0.008
C -1.79 2.52 0.13 0.005
O -1.36 1.51 -0.86 0.020
C -1.82 1.92 -2.16 0.003
H -1.44 -2.04 3.52 0.000
H 0.15 -2.06 4.23 0.000
H -0.07 -2.61 2.61 0.000
H 0.82 0.17 4.43 0.000
H -0.74 0.88 4.10 0.000
H 1.95 1.61 2.75 0.000
H 0.85 2.71 3.38 0.000
H 0.81 2.93 1.45 0.003
H -1.40 3.02 2.15 0.001
H -1.51 1.26 1.82 0.001
H -1.66 3.58 -0.10 0.000
H -2.88 2.53 0.16 0.000
H -2.85 2.22 -2.30 0.000
H -1.51 1.15 -2.86 0.000
H -1.22 2.83 -2.31 0.000
C -2.24 -4.85 1.57 0.000
O -1.92 -3.47 1.32 0.000
C -2.00 -3.20 -0.14 0.000
C -1.72 -1.67 -0.46 0.001
N -0.38 -1.23 -0.08 0.011
C 0.56 -1.94 -1.03 0.006
C 0.65 -1.45 -2.48 0.002
O 0.58 -0.03 -2.48 0.017
C 0.76 0.49 -3.81 0.002
H -3.24 -5.18 1.27 0.000
H -2.15 -4.97 2.65 0.000
H -1.51 -5.56 1.19 0.000
H -3.03 -3.43 -0.40 0.000
H -1.31 -3.85 -0.67 0.000
H -2.54 -1.06 -0.08 0.000
H -1.83 -1.56 -1.54 0.000
H -0.25 -1.49 0.89 0.002
H 0.49 -3.02 -1.16 0.001
H 1.53 -1.88 -0.55 0.001
H -0.15 -1.91 -3.05 0.000
H 1.60 -1.74 -2.93 0.000
H 1.84 0.51 -3.90 0.000
H 0.53 1.56 -3.82 0.000
H 0.27 0.00 -4.65 0.000
```

The calculation puts the LUMO energy (spin up / spin down) at 1.8424 / 1.8405 eV. The largest force on an atom is 0.1231 hartree/bohr. The molecular weight is 509.452 g/mol. The energy relative to the best compared isomer or geometry (same formula, charge and spin) is 0.0 kcal/mol. The total charge is -1. The spin multiplicity is 5. The total energy comes out at -87835.5247 eV.

(4)
ORCA calculation (ωB97M-V/def2-TZVPD) on C12H30O12P3Tl as an isolated structure at a distorted geometry.

XYZ file:
```
58
Properties=species:S:1:pos:R:3:mulliken_charge:R:1
Tl 3.86 19.21 21.44 0.984
P 1.32 20.33 17.75 0.890
O 0.43 20.75 16.50 -0.612
O 0.58 19.45 18.89 -0.419
O 1.88 21.55 18.59 -0.402
O 2.60 19.53 17.54 -0.442
C 4.19 10.52 24.47 -0.873
C 4.42 11.41 23.32 -0.334
O 5.76 11.90 23.23 -0.318
P 5.99 13.38 23.87 0.718
O 5.25 14.48 23.22 -0.721
O 5.81 13.19 25.52 -0.142
C 5.42 14.24 26.38 -0.180
C 4.76 13.67 27.67 -1.245
O 7.60 13.55 23.71 -0.284
C 8.52 12.65 24.38 -0.142
C 9.14 13.37 25.56 -1.067
H 3.26 9.95 24.35 0.383
H 5.05 9.86 24.45 0.260
H 4.18 11.14 25.36 0.104
H 4.27 10.87 22.39 0.386
H 3.70 12.23 23.37 0.311
H 6.29 14.83 26.64 0.316
H 4.63 14.87 25.96 0.293
H 5.43 13.02 28.24 0.314
H 4.50 14.42 28.42 0.409
H 3.82 13.15 27.47 0.308
H 7.94 11.78 24.68 0.213
H 9.27 12.30 23.67 0.406
H 10.01 12.79 25.86 0.400
H 9.35 14.42 25.37 0.269
H 8.53 13.27 26.46 0.217
C 8.86 14.46 18.44 -1.156
C 9.80 15.53 18.04 -0.210
O 10.56 16.02 19.21 -0.300
P 10.33 17.47 19.87 0.794
O 8.94 17.85 20.11 -0.706
O 11.31 17.46 21.18 -0.164
C 11.21 18.44 22.22 -0.198
C 12.61 18.40 22.71 -1.104
O 11.07 18.50 18.85 -0.316
C 12.44 18.33 18.63 0.075
C 12.79 18.88 17.27 -1.285
H 8.47 13.92 17.58 0.393
H 9.43 13.73 19.02 0.284
H 8.02 14.86 19.01 0.273
H 10.53 15.20 17.29 0.321
H 9.29 16.39 17.61 0.349
H 10.92 19.45 21.91 0.298
H 10.46 18.19 22.98 0.308
H 13.31 18.52 21.89 0.226
H 12.83 19.15 23.47 0.394
H 12.81 17.42 23.12 0.268
H 13.10 18.70 19.42 0.123
H 12.65 17.26 18.66 0.317
H 13.79 18.54 16.99 0.396
H 12.13 18.40 16.54 0.320
H 12.85 19.96 17.21 0.302
```

The calculation puts the LUMO energy at -3.0004 eV. The largest force on an atom is 0.0927 hartree/bohr. The molecular weight is 663.665 g/mol. The energy relative to the best compared isomer or geometry (same formula, charge and spin) is 90.7 kcal/mol. The total charge is 0. The total energy comes out at -70060.9001 eV.